Molecular formula: C28H37F5Ge2O2V
Method: DFT, the ωB97M-V functional and the def2-TZVPD basis

Computed properties:
LUMO energy (alpha / beta) in Ha: -0.0127 / -0.0616
Max |F| in eV/A: 1.91
Energy in eV: -186036.844
HOMO (alpha / beta) in eV: -8.7 / -8.7
2S+1: 4
Energy above the lowest of the compared OMol25 structures with the same formula, charge and spin in kJ/mol: 54.3
Charge: 0

XYZ file:
```
75
C28H37F5Ge2O2V (the ωB97M-V functional and the def2-TZVPD basis)
V 0.38961 -0.65214 0.58719
C -2.61603 -4.70273 -0.17491
C -1.56976 -3.83456 0.53432
Ge -0.86577 -2.46429 -0.65159
C 0.54362 -3.19565 -1.80838
C -0.02870 -3.92948 -3.02633
C -2.31781 -1.82190 -1.75575
C -2.55749 -0.51294 -1.85495
Ge -1.24522 0.59082 -0.90498
C -1.87268 1.85247 0.44797
C -2.47360 3.20202 0.04072
C -0.00843 1.27760 -2.25702
C -0.51218 2.45384 -3.10297
C -3.64558 0.05652 -2.71780
C -3.94579 1.41303 -2.67514
C -4.95184 1.96776 -3.45817
C -5.68093 1.16195 -4.31604
C -5.38937 -0.19676 -4.38408
C -4.38761 -0.73836 -3.59795
H -2.95708 -5.50950 0.47763
H -2.23139 -5.16805 -1.08443
H -3.49367 -4.11849 -0.45526
H -0.72477 -4.43253 0.88146
H -1.99958 -3.35516 1.41364
H 1.16335 -3.85685 -1.19868
H 1.19372 -2.37967 -2.13029
H -0.61204 -4.80672 -2.74210
H 0.76996 -4.27451 -3.68712
H -0.68126 -3.28134 -3.61449
H -2.93862 -2.53083 -2.30315
H -1.00158 2.03037 1.08410
H -2.56808 1.28596 1.07056
H -1.87545 3.72489 -0.70475
H -2.53896 3.85397 0.91443
H -3.48495 3.10410 -0.35200
H 0.18922 0.40822 -2.88925
H 0.93745 1.52892 -1.77624
H -1.45765 2.23222 -3.59804
H 0.21330 2.69655 -3.88291
H -0.65501 3.35667 -2.50809
H -3.37850 2.06149 -2.02122
H -5.15917 3.02868 -3.39365
H -6.46437 1.58501 -4.93178
H -5.94419 -0.83689 -5.05871
H -4.17606 -1.79601 -3.67809
F -0.26149 0.63801 3.23375
C -0.25306 -0.54348 2.53598
F -1.56494 -1.00250 2.52711
C 0.54014 -1.52973 3.40998
F 0.03828 -1.75920 4.61876
F 0.60396 -2.71553 2.75793
F 1.79642 -1.08266 3.54786
C 4.69631 2.99913 5.22772
C 4.36540 2.23736 3.97200
C 3.60202 2.81551 2.96655
C 3.28144 2.12535 1.80467
C 2.47544 2.82112 0.73559
C 3.76359 0.82310 1.64925
C 4.56737 0.22629 2.62393
C 5.12989 -1.16466 2.46639
C 4.84126 0.94690 3.77913
C 3.42504 0.01973 0.44017
O 4.21503 -0.51533 -0.27949
O 2.07667 -0.17939 0.27658
H 3.97387 3.79428 5.41103
H 5.68472 3.45984 5.15771
H 4.70452 2.33989 6.09638
H 3.24258 3.83224 3.08925
H 2.51039 3.90085 0.88049
H 1.42577 2.52349 0.75426
H 2.85091 2.60542 -0.26546
H 4.38605 -1.87226 2.09710
H 5.49871 -1.52815 3.42493
H 5.95225 -1.17589 1.75020
H 5.44241 0.48255 4.55457
```

Molecular formula: C28H38BMgN5P2
Method: DFT, the ωB97M-V functional and the def2-TZVPD basis

Computed properties:
LUMO energy in Ha: -0.0670
Max |F| in eV/A: 5.08
Energy in eV: -61795.681
HOMO in eV: -7.7
Energy above the lowest of the compared OMol25 structures with the same formula, charge and spin in kJ/mol: 65.2
Charge: 0

XYZ file:
```
75
C28H38BMgN5P2 (the ωB97M-V functional and the def2-TZVPD basis)
Mg -0.21947 -2.68696 1.66471
C -0.03670 2.56538 4.72343
C -0.75382 1.82621 3.82378
C -0.54815 1.79386 2.34750
C 0.81272 1.10356 2.16981
C 1.99869 2.05256 2.24231
C 2.05092 3.32219 2.56224
C 1.09119 4.24095 3.24816
C 0.60890 3.87788 4.67180
C 1.33701 -3.23540 2.94707
H 0.15771 1.99190 5.63407
H -1.77095 1.56109 4.14293
H -0.52653 2.77949 1.85026
H -1.35439 1.20214 1.89792
H 0.90007 0.29387 2.92880
H 0.82258 0.60005 1.19493
H 2.93103 1.52939 1.96978
H 2.92511 3.86038 2.18803
H 0.17565 4.39297 2.65449
H 1.58508 5.21749 3.34302
H 1.39528 4.01407 5.44282
H -0.20396 4.55670 4.96407
H 0.92950 -3.31180 3.96447
H 2.15382 -2.51545 2.86215
H 1.60921 -4.23329 2.55615
P 1.32042 -1.42855 -1.26709
P -2.22568 -0.84321 -1.16502
N 2.57405 -0.15881 -1.59182
N 2.09162 -2.58891 -2.48345
N -2.36986 1.00588 -1.62971
N -3.73090 -1.25253 -2.04816
C 0.20776 -0.62699 -2.49934
C -1.16857 -1.28781 -2.59658
C 3.69907 0.00474 -0.77267
C 4.61921 0.84626 -1.42385
C 4.05005 1.15645 -2.70151
C 2.83203 0.52440 -2.77873
C 2.41650 -3.91284 -2.17066
C 2.84835 -4.56074 -3.33049
C 2.78014 -3.61231 -4.38871
C 2.39023 -2.40003 -3.83347
C -2.73474 2.03372 -0.75709
C -2.42062 3.27723 -1.33416
C -1.87092 3.01371 -2.62280
C -1.90650 1.62619 -2.79734
C -4.34828 -0.55642 -3.10074
C -5.45592 -1.28123 -3.53116
C -5.46919 -2.51203 -2.79461
C -4.38553 -2.49028 -1.92440
H 0.63326 -0.71910 -3.50777
H 0.14174 0.44727 -2.24641
H -1.65795 -0.96052 -3.52693
H -1.10441 -2.39445 -2.61875
H 3.71865 -0.42143 0.21513
H 5.57154 1.16083 -1.05513
H 4.49351 1.73602 -3.50345
H 2.09392 0.59235 -3.57359
H 2.32175 -4.27235 -1.15486
H 3.20954 -5.57652 -3.40410
H 3.00073 -3.77729 -5.43624
H 2.33474 -1.41939 -4.30197
H -3.20680 1.81166 0.18340
H -2.58562 4.24681 -0.89553
H -1.49861 3.73546 -3.34565
H -1.60714 1.03001 -3.66077
H -3.93471 0.36927 -3.45794
H -6.16921 -0.94188 -4.25897
H -6.19679 -3.29786 -2.88565
H -3.99263 -3.23594 -1.25584
B -1.21226 -1.34555 5.68083
C -1.42561 -1.69021 4.21643
N -1.44532 -2.03647 3.09453
H -2.08028 -0.74348 6.26439
H -0.16798 -0.68628 5.69265
H -1.04731 -2.38611 6.29103
```

Molecular formula: C28H38F18O20S2
Method: DFT, the ωB97M-V functional and the def2-TZVPD basis

Computed properties:
SMILES: CCOC(=O)C(F)(F)F.CCOC(=O)C(F)(F)F.CCOC(=O)C(F)(F)F.CCOC(=O)C(F)(F)F.CCOC(=O)C(F)(F)F.CCOC(=O)C(F)(F)F.O=S1(=O)OCCO1.O=S1(=O)OCCO1
LUMO energy in Ha: -0.0048
Max |F| in eV/A: 5.95
Energy in eV: -141182.543
HOMO in eV: -11.1
Energy above the lowest of the compared OMol25 structures with the same formula, charge and spin in kJ/mol: 448.3
Charge: 0

XYZ file:
```
106
C28H38F18O20S2 (the ωB97M-V functional and the def2-TZVPD basis)
C 27.54082 11.06480 6.66614
C 28.35145 9.79631 6.83966
O 29.76592 9.99483 6.54000
C 30.51131 8.88813 6.26155
O 30.14398 7.68250 6.31118
C 32.06142 9.18819 5.92800
F 32.69690 9.58202 7.02090
F 32.60552 8.03237 5.59708
F 32.02917 10.10169 4.97926
H 26.56862 10.69959 6.99712
H 27.38265 11.51206 5.68480
H 27.82151 11.90180 7.30546
H 27.94547 9.03985 6.16806
H 28.16783 9.35736 7.82033
C 26.47597 3.08376 13.30139
C 27.06171 2.61285 11.93879
O 28.50750 2.67176 11.74501
C 29.27833 3.76634 11.81272
O 28.84084 4.91493 12.08450
C 30.81211 3.57602 11.55453
F 31.30740 3.44886 12.75837
F 31.05357 2.43018 10.97935
F 31.39322 4.58217 10.90411
H 26.40456 4.15837 13.46936
H 26.78716 2.53479 14.19014
H 25.43133 2.77269 13.29426
H 26.50916 3.07683 11.12177
H 26.77156 1.57329 11.78633
C 17.27695 3.61299 14.52161
C 18.60937 3.36656 15.17472
O 18.25918 3.06357 16.50890
C 19.12292 3.10335 17.55533
O 20.32580 3.45515 17.40474
C 18.55939 2.53439 18.85445
F 17.26662 2.89401 18.95352
F 18.63554 1.22615 18.80280
F 19.27894 3.00407 19.82371
H 16.69605 4.37418 15.04242
H 16.64247 2.73356 14.63168
H 17.45825 3.88663 13.48220
H 19.15946 4.30434 15.25265
H 19.23596 2.61503 14.69440
C 15.56719 15.50753 10.35403
C 14.10127 15.61637 10.81098
O 14.18839 15.58590 12.25498
C 13.23335 16.25951 12.89673
O 12.33643 16.94460 12.36086
C 13.44532 16.18058 14.38859
F 14.18396 17.22579 14.74935
F 12.32762 16.21702 15.21791
F 14.13087 15.19094 14.78050
H 16.17481 16.17938 10.96026
H 15.74840 15.93148 9.36634
H 16.09949 14.56039 10.44165
H 13.36277 14.86552 10.53000
H 13.59130 16.52384 10.48767
C 18.83373 12.44495 17.11508
C 19.74496 11.53178 17.87273
O 19.75848 12.01541 19.26427
C 19.65068 11.17270 20.29105
O 19.45881 9.95078 20.22476
C 19.43630 11.93726 21.66171
F 20.05890 11.25629 22.61234
F 19.87523 13.22460 21.70336
F 18.11044 11.82709 21.81397
H 17.84305 12.47386 17.56875
H 18.78715 12.26642 16.04081
H 19.17467 13.46052 17.31622
H 20.71289 11.65050 17.38580
H 19.35863 10.51792 17.76816
C 29.08780 14.37851 13.44187
C 29.50692 14.83531 12.05543
O 30.91291 14.59542 11.76060
C 31.79999 15.56177 11.96983
O 31.52295 16.67050 12.33501
C 33.25203 15.04901 11.69693
F 33.73243 15.68656 10.65416
F 34.02706 15.23441 12.71517
F 33.29764 13.77476 11.36051
H 28.22003 14.88813 13.86065
H 29.86577 14.60954 14.16953
H 28.99966 13.29223 13.45975
H 29.16325 15.85115 11.86038
H 28.95035 14.23788 11.33335
O 21.44174 10.78217 11.37935
S 22.59144 10.88084 12.25591
O 22.89796 12.09517 12.92234
O 22.61300 9.72541 13.42527
C 23.49007 8.69124 13.25003
C 24.48072 9.18634 12.21606
O 23.93685 10.29710 11.52555
H 24.06485 8.54230 14.16410
H 23.00221 7.80425 12.84588
H 24.68047 8.34700 11.54994
H 25.39666 9.41541 12.76074
O 22.91004 5.82058 6.57411
S 22.14839 7.04147 6.24256
O 21.37083 7.68649 7.30649
O 23.00007 8.18138 5.47019
C 22.89579 8.06074 4.07127
C 21.50932 7.43948 3.78909
O 21.18820 6.68774 4.92583
H 23.14719 8.90245 3.42596
H 23.71497 7.42664 3.73220
H 21.29568 6.91183 2.85954
H 20.75250 8.21697 3.68494
```